The following is a quantum chemistry calculation of a 3-piece molecular cluster, C2H11IN5 overall in a non-equilibrium geometry, from OMol25.

Results
ΔE to the lowest compared entry with this formula, charge and spin: 0.00 kcal/mol
LUMO: -0.12938 Eh
Energy: -654.0298 a.u.
Gap between HOMO and LUMO: 9.84 eV
Net charge: +1

Atoms and positions in Å:
C  -0.466  -0.266  -0.234
C  -0.429  -1.800  -0.468
N  0.596  0.157  0.366
N  -1.958  3.021  -0.658
N  -1.597  0.284  -0.556
N  0.706  -2.243  -0.703
N  2.715  -1.003  1.277
I  -2.142  -2.839  0.105
H  1.223  -0.597  0.674
H  0.721  1.007  0.782
H  -0.988  2.978  -0.358
H  -1.914  3.154  -1.685
H  -1.908  1.242  -0.439
H  3.266  -1.620  0.661
H  0.952  -3.232  -0.792
H  -2.136  -0.228  -1.297
H  -2.363  3.833  -0.270
H  2.517  -1.625  2.164
H  3.205  -0.225  1.432

Cartesian forces (eV/Å) of the 2 atoms listed first:
-0.9413 -1.8248 -0.1610
0.9015 0.4176 0.4864

Löwdin population analysis, charges in e, atoms 1 to 5: -0.417 -0.802 0.218 0.024 0.170

***

The following is a quantum chemistry calculation of C5H11NOS2 as an isolated structure in a non-equilibrium geometry, from OMol25.

Results
ΔE to the lowest compared entry with this formula, charge and spin: 122.14 kcal/mol
LUMO: -0.01245 Eh
Energy: -1123.3137 a.u.
Gap between HOMO and LUMO: 8.59 eV

Atoms and positions in Å:
C  1.053  -0.953  -0.963
C  1.839  -1.023  0.432
C  -0.455  -0.426  -0.863
C  2.024  0.348  1.040
C  -0.623  0.975  -0.398
N  -2.924  -0.085  0.819
O  -3.215  1.481  -1.186
S  0.409  1.005  1.754
S  -2.481  1.038  -0.009
H  1.604  -0.249  -1.577
H  1.027  -1.928  -1.290
H  1.485  -1.593  1.174
H  2.817  -1.403  0.243
H  -1.001  -0.577  -1.818
H  -0.973  -1.072  -0.226
H  2.774  0.281  1.873
H  2.560  1.061  0.281
H  -0.072  1.869  -0.724
H  -3.501  -0.788  0.485
H  -2.347  2.039  0.954

Cartesian forces (eV/Å) of the 2 atoms listed first:
-0.9200 2.3089 2.9563
0.2899 3.1646 -3.4542

Löwdin population analysis, charges in e, atoms 1 to 5: -0.126 -0.268 -0.291 -0.557 -0.311

***

The following is a quantum chemistry calculation of C2H4CuO3 as an isolated structure in a non-equilibrium geometry, from OMol25.

Results
ΔE to the lowest compared entry with this formula, charge and spin: 0.00 kcal/mol
LUMO: -0.20777 Eh
Energy: -1944.5374 a.u.
Gap between HOMO and LUMO: 9.91 eV
Net charge: +1

Atoms and positions in Å:
O  1.189  -0.175  -0.831
C  0.435  0.547  -0.205
Cu  3.015  0.923  -0.532
O  -0.704  0.208  0.329
O  0.862  1.751  0.165
H  0.180  2.294  0.583
C  -1.157  -1.147  0.145
H  -0.303  -1.826  0.245
H  -1.890  -1.314  0.937
H  -1.629  -1.262  -0.837

Cartesian forces (eV/Å) of the 2 atoms listed first:
0.8743 0.2648 -0.2896
-0.5561 -0.7356 1.3233

Löwdin population analysis, charges in e, atoms 1 to 5: 0.103 -0.619 0.787 0.046 0.155

***

The following is a quantum chemistry calculation of C25H45As2CaN4O3S3SeSi2 as an isolated structure, from OMol25.

Results
ΔE to the lowest compared entry with this formula, charge and spin: 2.19 kcal/mol
LUMO: 0.08125 Eh
Energy: -10748.7938 a.u.
Gap between HOMO and LUMO: 6.33 eV
Net charge: -1

Atoms and positions in Å:
Ca  -0.094  -0.060  0.175
C  -7.037  0.110  -1.346
O  -6.894  1.075  -0.322
C  -5.651  1.235  0.208
C  -5.571  2.169  1.264
C  -4.357  2.413  1.840
C  -3.179  1.740  1.446
C  -1.906  2.041  2.046
C  -1.666  3.361  2.733
O  -0.920  1.272  2.007
C  -3.273  0.779  0.379
O  -2.266  0.141  -0.064
C  -4.542  0.561  -0.230
H  -8.095  0.094  -1.598
H  -6.724  -0.879  -1.003
H  -6.451  0.379  -2.229
H  -6.472  2.665  1.593
H  -4.314  3.127  2.650
H  -2.558  3.840  3.125
H  -1.236  4.029  1.984
H  -0.930  3.219  3.522
H  -4.564  -0.160  -1.036
C  1.675  -2.142  4.187
Si  2.408  -0.475  3.648
C  4.103  -0.388  4.506
C  1.379  0.879  4.489
As  2.608  -0.050  1.379
Si  3.302  -2.183  0.768
C  2.032  -3.588  0.844
C  3.811  -2.094  -1.056
C  4.830  -2.794  1.721
H  1.535  -2.135  5.272
H  2.347  -2.966  3.942
H  0.715  -2.351  3.715
H  3.992  -0.454  5.591
H  4.598  0.554  4.265
H  4.761  -1.194  4.181
H  1.565  0.857  5.566
H  0.310  0.753  4.317
H  1.653  1.864  4.109
H  1.294  -3.479  0.047
H  1.496  -3.616  1.791
H  2.545  -4.544  0.706
H  2.925  -1.902  -1.663
H  4.260  -3.031  -1.393
H  4.527  -1.286  -1.220
H  4.570  -3.131  2.725
H  5.576  -2.005  1.820
H  5.280  -3.639  1.193
Se  0.003  -2.096  -2.671
C  -1.797  -1.783  -2.908
N  -2.930  -1.584  -3.051
C  3.042  -0.620  -4.205
As  3.027  1.142  -3.406
C  4.760  1.399  -2.583
C  3.098  2.318  -4.949
S  1.454  1.707  -2.173
H  3.529  -0.551  -5.178
H  2.013  -0.964  -4.307
H  3.582  -1.310  -3.563
H  5.552  1.147  -3.288
H  4.827  0.775  -1.695
H  4.833  2.444  -2.289
H  4.013  2.149  -5.515
H  3.050  3.347  -4.596
H  2.230  2.115  -5.576
S  -1.317  3.681  -0.908
C  -1.396  3.072  -2.444
N  -1.867  1.862  -2.762
C  -1.599  1.374  -4.103
C  -1.490  2.624  -4.975
S  -0.867  3.930  -3.873
H  -2.033  1.209  -1.999
H  -2.413  0.732  -4.434
H  -0.672  0.793  -4.107
H  -2.461  2.917  -5.374
H  -0.792  2.480  -5.798
N  -1.600  -1.478  2.399
C  -2.647  -2.109  2.941
C  -2.678  -3.362  2.356
C  -1.611  -3.355  1.448
N  -0.960  -2.198  1.474
H  -1.356  -0.499  2.518
H  -3.272  -1.633  3.676
H  -3.375  -4.157  2.545
H  -1.280  -4.133  0.781

Cartesian forces (eV/Å) of the 2 atoms listed first:
0.3690 -0.3547 -0.4498
0.0092 -0.0428 -0.0855

Löwdin population analysis, charges in e, atoms 1 to 5: 0.944 -0.086 -0.082 -0.280 -0.025

***

The following is a quantum chemistry calculation of C46H40GaN4O8S2Se as an isolated structure, from OMol25.

Results
ΔE to the lowest compared entry with this formula, charge and spin: 0.00 kcal/mol
LUMO: -0.09096 Eh
Energy: -7720.3978 a.u.
Gap between HOMO and LUMO: 7.21 eV
Net charge: +1

Atoms and positions in Å:
Ga  0.150  0.192  -0.412
C  -8.506  0.186  -0.721
C  -7.039  -0.140  -0.628
C  -6.109  0.857  -0.325
C  -4.756  0.578  -0.256
C  -4.331  -0.720  -0.497
C  -5.227  -1.730  -0.817
C  -6.581  -1.433  -0.869
S  -2.639  -1.201  -0.375
O  -1.853  0.091  -0.682
C  -2.459  -1.409  1.386
C  -2.505  -0.272  2.223
C  -2.240  -0.415  3.545
C  -1.914  -1.685  4.091
C  -1.573  -1.829  5.455
C  -1.244  -3.051  5.964
C  -1.244  -4.193  5.133
C  -1.560  -4.086  3.809
C  -1.901  -2.826  3.254
C  -2.167  -2.665  1.862
C  -2.086  -3.832  0.929
C  -3.192  -4.726  0.802
C  -4.364  -4.593  1.595
C  -5.408  -5.457  1.438
C  -5.340  -6.497  0.482
C  -4.233  -6.641  -0.301
C  -3.135  -5.755  -0.169
C  -1.994  -5.868  -1.004
C  -0.943  -5.018  -0.870
C  -0.990  -4.006  0.117
S  0.347  -2.846  0.353
O  0.205  -1.853  -0.840
C  1.757  -3.855  0.014
C  2.399  -4.393  1.120
C  3.539  -5.161  0.928
C  4.053  -5.374  -0.348
C  5.294  -6.201  -0.556
C  3.392  -4.806  -1.439
C  2.249  -4.047  -1.267
H  -8.778  0.982  -0.027
H  -9.120  -0.687  -0.502
H  -8.757  0.526  -1.728
H  -6.454  1.867  -0.136
H  -4.037  1.356  -0.030
H  -4.873  -2.737  -1.012
H  -7.290  -2.216  -1.111
H  -2.714  0.702  1.801
H  -2.249  0.447  4.201
H  -1.557  -0.946  6.083
H  -0.976  -3.149  7.008
H  -0.989  -5.159  5.552
H  -1.555  -4.964  3.174
H  -4.416  -3.802  2.333
H  -6.296  -5.347  2.047
H  -6.174  -7.179  0.376
H  -4.179  -7.434  -1.038
H  -1.971  -6.648  -1.755
H  -0.073  -5.113  -1.505
H  2.017  -4.204  2.118
H  4.047  -5.586  1.786
H  5.768  -6.448  0.393
H  6.020  -5.672  -1.175
H  5.053  -7.137  -1.064
H  3.783  -4.965  -2.439
H  1.734  -3.607  -2.109
O  0.580  3.229  4.745
C  0.542  2.626  3.715
C  0.509  3.232  2.299
O  0.625  4.395  2.006
C  0.307  2.079  1.418
C  0.308  0.893  2.117
O  0.178  -0.237  1.463
C  0.472  1.096  3.554
O  0.532  0.273  4.434
O  0.167  2.054  0.122
C  -1.820  2.711  -2.365
N  -0.423  2.953  -2.701
C  0.564  2.072  -2.566
N  1.816  2.482  -2.864
O  0.390  0.849  -2.261
H  -2.452  3.119  -3.151
H  -2.061  3.174  -1.410
H  -1.991  1.646  -2.289
H  -0.157  3.911  -2.849
H  2.024  3.462  -2.948
H  2.561  1.883  -2.557
C  5.661  1.474  -0.293
N  5.122  0.819  -1.484
C  5.739  0.775  -2.722
C  4.924  0.086  -3.539
N  3.822  -0.299  -2.787
C  2.748  -1.126  -3.321
C  3.945  0.157  -1.521
Se  2.839  0.019  -0.029
H  6.510  2.082  -0.591
H  5.976  0.730  0.436
H  4.895  2.097  0.160
H  6.693  1.238  -2.907
H  5.029  -0.179  -4.577
H  3.143  -2.109  -3.569
H  2.342  -0.661  -4.217
H  1.966  -1.221  -2.580

Cartesian forces (eV/Å) of the 2 atoms listed first:
0.0098 -0.2063 -0.1827
0.0468 -0.0064 0.0241

Löwdin population analysis, charges in e, atoms 1 to 5: 0.128 -0.039 -0.252 -0.018 -0.053